No. 1
Entry from the OMol25 dataset: 2 unconnected molecules or ions with the total composition C15H21ClN3O2 (the ωB97M-V functional and the def2-TZVPD basis).

Calculated values
**Electronic energy**: -36974.5297 eV
**HOMO-LUMO gap**: 6.62 eV
**Total charge**: +1
**LUMO level**: -0.1526 hartree

```
42
Properties=species:S:1:pos:R:3:lowdin_charge:R:1
C 0.41 -2.32 0.75 0.0085
N 1.00 -1.02 1.10 -0.1896
C 2.40 -0.75 0.74 -0.0163
C 0.27 -0.13 1.72 -0.4706
Cl 0.83 1.40 2.14 0.8333
H 1.19 -2.91 0.26 0.0980
H 0.03 -2.83 1.65 0.0930
H -0.45 -2.18 0.07 0.1149
H 2.77 -1.65 0.25 0.0965
H 2.47 0.11 0.07 0.1059
H 2.99 -0.53 1.64 0.1056
H -0.77 -0.36 1.96 0.0922
C -3.40 -4.57 1.33 -0.0525
O -3.18 -3.50 2.28 -0.1057
C -3.96 -2.40 2.13 -0.2248
C -3.88 -1.44 3.15 -0.0772
N -2.96 -1.59 4.23 -0.0327
C -1.64 -1.97 4.07 0.0155
N -1.17 -2.00 5.36 -0.1858
C 0.15 -2.42 5.75 -0.0611
C -2.13 -1.60 6.28 -0.0473
C -3.25 -1.36 5.58 -0.0349
C -4.72 -0.31 3.10 -0.2169
O -4.56 0.61 4.08 -0.0961
C -5.33 1.83 3.97 -0.0443
C -5.60 -0.13 2.02 -0.0243
C -5.67 -1.09 1.02 -0.0704
C -4.86 -2.22 1.06 -0.0280
H -2.73 -5.37 1.64 0.0936
H -4.45 -4.92 1.35 0.1032
H -3.16 -4.25 0.30 0.0904
H 0.74 -2.63 4.84 0.0788
H 0.65 -1.64 6.34 0.0929
H 0.10 -3.33 6.37 0.0981
H -1.92 -1.52 7.33 0.1204
H -4.23 -1.07 5.90 0.1216
H -5.04 2.41 4.84 0.0961
H -5.09 2.36 3.04 0.0989
H -6.41 1.62 3.99 0.1012
H -6.22 0.77 1.97 0.1034
H -6.36 -0.96 0.20 0.1145
H -4.95 -2.99 0.29 0.1019
```


No. 2
Entry from the OMol25 dataset: C5H3NO in the gas phase (the ωB97M-V functional and the def2-TZVPD basis).

Calculated values
**Electronic energy**: -8767.3310 eV
**HOMO-LUMO gap**: 8.39 eV
**ΔE to the lowest compared entry with this formula, charge and spin**: 2.675 eV
**Total charge**: 0
**LUMO level**: -0.0243 hartree

```
10
Properties=species:S:1:pos:R:3:lowdin_charge:R:1
N -2.92 0.99 -0.10 0.1345
C -1.91 0.42 -0.06 -0.2286
C -0.57 -0.07 -0.07 -0.2367
C -0.13 -1.18 0.61 -0.2145
O 1.13 -1.35 0.74 -0.0162
C 1.72 0.30 -0.28 0.2137
C 0.56 0.86 -0.54 -0.0346
H -0.90 -1.89 0.96 0.1488
H 2.77 0.08 -0.30 0.0907
H 0.25 1.83 -0.97 0.1430
```


No. 3
Entry from the OMol25 dataset: 2 unconnected molecules or ions with the total composition C5H14NS (the ωB97M-V functional and the def2-TZVPD basis).

Calculated values
**Electronic energy**: -17730.1281 eV
**HOMO-LUMO gap**: 9.90 eV
**ΔE to the lowest compared entry with this formula, charge and spin**: 1.152 eV
**Total charge**: +1
**LUMO level**: -0.1189 hartree

```
21
Properties=species:S:1:pos:R:3:lowdin_charge:R:1
C 0.12 -3.01 0.20 -0.1546
C 1.37 -2.37 -0.54 -0.6191
S 0.89 -1.09 -1.66 0.7632
H -0.59 -3.43 -0.54 0.0725
H -0.42 -2.27 0.81 0.0500
H 0.48 -3.86 0.85 0.0926
H 2.06 -1.98 0.23 0.0679
H 1.91 -3.23 -1.00 0.0895
H 2.09 -0.48 -1.67 -0.1014
C 0.10 1.30 1.31 -0.0228
C -0.88 1.90 0.36 -0.3504
C -2.03 2.51 0.58 0.1179
N -0.37 1.80 -1.03 0.2015
H -0.25 1.38 2.34 0.1016
H 0.12 0.22 1.13 0.0688
H 1.09 1.74 1.21 0.1011
H -2.52 3.12 -0.16 0.0764
H -2.49 2.50 1.57 0.1020
H -0.23 0.80 -1.29 0.0291
H 0.56 2.18 -1.04 0.1575
H -1.00 2.26 -1.65 0.1566
```


No. 4
Entry from the OMol25 dataset: 2 unconnected molecules or ions with the total composition C5H8O (the ωB97M-V functional and the def2-TZVPD basis).

Calculated values
**SMILES**: C1=COC=CC1.[H][H]
**Electronic energy**: -7358.5323 eV
**HOMO-LUMO gap**: 9.67 eV
**ΔE to the lowest compared entry with this formula, charge and spin**: 3.723 eV
**Total charge**: 0
**LUMO level**: 0.0412 hartree

```
14
Properties=species:S:1:pos:R:3:lowdin_charge:R:1
C 0.70 0.89 0.54 -0.0949
C -0.63 1.11 0.48 -0.2076
O -1.35 0.44 -0.49 -0.0715
C -0.80 -0.79 -0.77 -0.2076
C 0.54 -0.92 -0.65 -0.0951
C 1.28 0.37 -0.73 -0.1925
H 1.29 0.94 1.44 0.1128
H -1.22 1.80 1.06 0.1225
H -1.51 -1.52 -1.13 0.1225
H 1.05 -1.84 -0.39 0.1128
H 0.94 0.96 -1.59 0.1240
H 2.36 0.29 -0.76 0.1138
H -1.30 -0.56 1.70 0.0801
H -1.35 -1.19 1.30 0.0806
```


No. 5
Entry from the OMol25 dataset: a molecular structure, C3H17O7Zr (the ωB97M-V functional and the def2-TZVPD basis).

Calculated values
**Electronic energy**: -18995.4414 eV
**HOMO-LUMO gap**: 8.41 eV
**ΔE to the lowest compared entry with this formula, charge and spin**: 0.000 eV
**Total charge**: +1
**LUMO level**: -0.1207 hartree

```
28
Properties=species:S:1:pos:R:3:lowdin_charge:R:1
Zr -0.25 -0.03 -0.24 1.9819
C -0.20 2.56 2.07 -0.2242
O -0.54 1.87 0.89 -0.4637
H 0.06 1.96 2.94 0.0635
H 0.66 3.20 1.88 0.0798
H -1.10 3.06 2.44 0.0711
C 3.19 0.26 0.81 -0.2338
O 1.91 0.11 0.28 -0.4643
H 3.30 1.10 1.50 0.0669
H 3.47 -0.56 1.46 0.0714
H 3.99 0.50 0.10 0.0718
C -0.56 -3.06 -2.22 -0.1688
O -0.46 -1.87 -1.39 -0.4921
H -0.43 -4.03 -1.72 0.0762
H -1.42 -3.01 -2.89 0.0723
H 0.32 -3.02 -2.86 0.0711
O 0.60 1.06 -1.97 -0.1025
H 1.26 1.73 -1.79 0.1040
H 0.70 0.88 -2.91 0.1120
O -2.30 -0.38 0.80 -0.1035
H -2.82 -1.18 0.76 0.0987
H -2.83 0.23 1.31 0.1003
O -1.82 0.83 -1.61 -0.1033
H -2.07 1.75 -1.75 0.1093
H -2.46 0.33 -2.12 0.1037
O -0.08 -1.19 1.76 -0.0942
H -0.36 -1.01 2.66 0.0987
H 0.23 -2.09 1.78 0.0978
```


No. 6
Entry from the OMol25 dataset: C4H6Cl2 in the gas phase (the ωB97M-V functional and the def2-TZVPD basis).

Calculated values
**SMILES**: C/C(=C\Cl)CCl
**Electronic energy**: -29288.9933 eV
**HOMO-LUMO gap**: 9.94 eV
**ΔE to the lowest compared entry with this formula, charge and spin**: 0.857 eV
**Total charge**: 0
**LUMO level**: 0.0309 hartree

```
12
Properties=species:S:1:pos:R:3:lowdin_charge:R:1
C 0.17 1.30 -0.36 -0.0885
C 0.23 -0.10 0.13 -0.4434
C 1.15 -1.08 -0.13 -0.6078
Cl 2.75 -0.73 -0.36 0.6909
C -1.11 -0.50 0.59 -0.6596
Cl -2.32 -0.85 -0.59 0.6195
H 0.66 2.12 0.26 0.1013
H 0.78 1.40 -1.31 0.0998
H -0.84 1.62 -0.48 0.0524
H 1.01 -2.19 -0.08 0.0953
H -0.97 -1.35 1.23 0.0725
H -1.52 0.36 1.10 0.0675
```